No. 1
{"formula": "C22H22N5O3", "method": "ωB97M-V with the def2-TZVPD basis set", "charge": -1, "smiles": "CN(C)c1ccc([C@H](c2c([O-])n(C)c(=O)n(C)c2=O)n2cnc3ccccc32)cc1", "homo_energy_ha": -0.1511, "e_lumo_ev": 2.594, "energy_ev": -36767.0286, "fmax_ev_per_a": 3.318, "elements": ["C", "N", "C", "C", "C", "C", "C", "C", "C", "C", "O", "N", "C", "C", "O", "N", "C", "C", "O", "C", "C", "H", "H", "H", "H", "H", "H", "H", "H", "H", "H", "H", "H", "H", "H", "H", "H", "H", "C", "C", "C", "C", "C", "C", "N", "C", "N", "H", "H", "H", "H", "H"], "xyz": [[-5.54830, 1.67219, -1.94670], [-4.92537, 1.47238, -0.65664], [-5.69944, 2.03460, 0.42991], [-3.72665, 0.84412, -0.46015], [-2.79125, 0.67958, -1.51073], [-1.48925, 0.26709, -1.22573], [-1.13527, -0.03607, 0.08346], [0.31513, -0.40618, 0.47213], [1.36949, 0.37279, -0.23933], [2.66064, -0.17411, -0.58116], [2.94589, -1.36884, -0.75900], [3.72590, 0.75086, -0.72506], [5.05683, 0.23640, -0.89629], [3.58115, 2.14197, -0.73141], [4.51891, 2.92616, -0.86049], [2.27134, 2.61229, -0.61279], [2.12758, 4.03847, -0.68350], [1.15087, 1.80349, -0.36508], [0.04463, 2.36115, -0.27765], [-2.09227, -0.07592, 1.09212], [-3.37090, 0.38246, 0.83125], [-5.11878, 1.02359, -2.71571], [-6.62232, 1.45104, -1.84949], [-5.45930, 2.72478, -2.26086], [-5.11453, 2.09775, 1.35031], [-6.03081, 3.04753, 0.15665], [-6.60373, 1.43439, 0.61934], [-3.04099, 0.97255, -2.52680], [-0.74238, 0.19472, -2.01273], [0.46315, -0.05314, 1.51220], [5.69625, 1.10173, -1.04402], [5.35702, -0.30479, 0.00432], [5.09988, -0.44115, -1.75021], [1.07009, 4.27669, -0.64400], [2.65667, 4.49629, 0.15329], [2.58093, 4.37758, -1.61265], [-1.82759, -0.44255, 2.08868], [-4.09732, 0.41866, 1.64411], [2.82927, -4.75762, 2.13567], [1.69569, -5.02579, 1.37085], [0.99281, -3.94261, 0.84681], [1.39989, -2.60354, 1.12036], [2.50203, -2.33194, 1.92384], [3.22709, -3.43561, 2.41651], [0.44471, -1.79148, 0.45777], [-0.46130, -2.64678, -0.10447], [-0.15303, -3.92610, 0.09211], [3.41770, -5.59483, 2.51480], [1.30032, -6.02228, 1.14564], [2.78431, -1.30108, 2.14912], [4.11692, -3.26484, 3.02341], [-1.35234, -2.26602, -0.58200]]}

***

No. 2
{"formula": "C22H22N6O2", "method": "ωB97M-V with the def2-TZVPD basis set", "smiles": "CCOC(=O)c1nnn2c1nc(N1CCN(c3ccccc3)CC1)c1ccccc12", "homo_energy_ha": -0.2896, "e_lumo_ev": -0.231, "e_above_lowest_kj_mol": 0.58, "energy_ev": -36206.5445, "fmax_ev_per_a": 1.697, "elements": ["C", "C", "H", "H", "O", "C", "O", "C", "N", "N", "N", "C", "C", "C", "C", "C", "C", "C", "N", "C", "N", "C", "H", "H", "C", "N", "C", "C", "C", "C", "C", "C", "H", "H", "H", "H", "H", "C", "H", "C", "H", "H", "H", "H", "H", "H", "H", "H", "H", "H", "H", "H"], "xyz": [[-4.46105, -4.95370, -1.03996], [-3.92493, -4.60916, 0.34318], [-2.87347, -4.90688, 0.42417], [-4.51262, -5.09544, 1.12467], [-4.03505, -3.21487, 0.61121], [-3.05677, -2.43298, 0.14329], [-2.09045, -2.83756, -0.46106], [-3.28978, -1.02667, 0.46495], [-4.34375, -0.56018, 1.16973], [-4.27840, 0.70236, 1.30422], [-3.16313, 1.13680, 0.69257], [-2.73490, 2.42497, 0.50691], [-3.50122, 3.51115, 0.92726], [-3.08569, 4.78579, 0.61944], [-1.93565, 4.97953, -0.14349], [-1.16737, 3.90981, -0.54465], [-1.51738, 2.60172, -0.18432], [-0.78052, 1.40372, -0.56865], [-1.31224, 0.20871, -0.46696], [-2.48732, 0.07483, 0.13498], [0.45149, 1.48747, -1.14316], [1.51632, 2.25659, -0.53008], [1.11602, 3.10613, 0.02030], [2.18514, 2.61051, -1.32022], [2.29668, 1.36420, 0.44723], [2.82917, 0.21433, -0.24364], [3.99580, -0.38728, 0.22269], [5.12395, 0.39984, 0.47384], [6.31053, -0.17260, 0.88413], [6.41150, -1.54459, 1.04570], [5.30448, -2.33447, 0.79279], [4.10882, -1.76852, 0.39057], [3.25687, -2.40887, 0.22474], [5.36505, -3.40572, 0.91961], [7.34152, -1.99046, 1.36367], [7.16801, 0.45812, 1.06987], [5.07712, 1.46906, 0.32786], [1.76901, -0.58618, -0.81712], [2.20100, -1.41305, -1.37982], [0.97379, 0.29436, -1.78512], [0.13957, -0.27511, -2.19121], [1.63138, 0.62929, -2.59281], [1.08234, -0.98542, -0.05679], [3.10183, 1.93873, 0.90309], [1.60371, 1.04625, 1.24735], [-0.31046, 4.07725, -1.17727], [-1.64860, 5.97934, -0.43175], [-3.66830, 5.63565, 0.93977], [-4.41373, 3.31579, 1.46732], [-4.42502, -6.02919, -1.18955], [-3.85430, -4.47041, -1.80192], [-5.48898, -4.61303, -1.13758]]}

***

No. 3
{"formula": "C22H23AsBCl2F10FeNO4PS3", "method": "ωB97M-V with the def2-TZVPD basis set", "charge": -2, "homo_energy_ha": [-0.0618, -0.1127], "e_lumo_ev": [3.839, 3.837], "multiplicity": 6, "e_above_lowest_kj_mol": 57.25, "energy_ev": -222800.3147, "fmax_ev_per_a": 1.290, "elements": ["Fe", "S", "C", "C", "C", "C", "C", "C", "C", "C", "C", "N", "H", "H", "H", "H", "H", "H", "Cl", "C", "C", "C", "Cl", "C", "O", "C", "C", "O", "C", "H", "H", "H", "F", "As", "F", "F", "F", "F", "F", "F", "B", "F", "F", "F", "C", "C", "C", "O", "P", "S", "S", "O", "C", "C", "C", "H", "H", "H", "H", "H", "H", "H", "H", "H", "H", "H", "H", "H", "H"], "xyz": [[0.63637, -0.80027, 0.37663], [-0.84420, -2.15726, 5.20260], [0.73712, -1.74851, 5.69683], [1.38535, -0.99186, 4.77635], [0.54688, -0.72953, 3.66134], [-0.68415, -1.28642, 3.73187], [-1.75954, -1.18436, 2.72834], [-3.09697, -1.33923, 3.08856], [-4.08348, -1.17713, 2.13729], [-3.72495, -0.86335, 0.83775], [-2.38025, -0.74975, 0.54808], [-1.41599, -0.90983, 1.46483], [1.12600, -2.13759, 6.62738], [2.41843, -0.67335, 4.84692], [-3.34550, -1.57766, 4.11461], [-5.12749, -1.27938, 2.41236], [-4.46358, -0.72128, 0.05905], [-2.04554, -0.52960, -0.46231], [2.51396, 6.17544, 2.17812], [1.66457, 4.67904, 1.78795], [0.52462, 4.74627, 0.98682], [-0.09645, 3.56136, 0.61103], [-1.53259, 3.65639, -0.39017], [0.39062, 2.27932, 0.96040], [-0.04309, 1.20484, 0.40879], [1.41187, 2.28321, 1.99637], [1.66375, 1.16096, 2.75841], [0.86735, 0.03354, 2.58593], [2.11178, 3.48795, 2.29198], [0.13860, 5.69824, 0.64697], [2.42793, 1.12387, 3.51603], [2.97531, 3.44746, 2.94571], [0.94761, -2.63920, 1.61980], [0.29742, -4.29608, 1.39903], [-0.33949, -5.87344, 1.20864], [1.62144, -4.87536, 2.31171], [1.20767, -4.41226, -0.04089], [-0.59368, -4.06933, 2.85052], [-1.01500, -3.61700, 0.51567], [2.70717, -0.51663, 0.58381], [3.96810, -0.37642, 1.35433], [4.29497, 0.99383, 1.38619], [4.93943, -1.12836, 0.68499], [3.72039, -0.88494, 2.66190], [-2.66164, -0.66502, -3.35869], [-2.04325, -1.15643, -4.65912], [-2.13925, -0.11967, -5.76703], [-0.66998, -1.61371, -4.55900], [0.58078, -1.03166, -3.74364], [2.21531, -1.73323, -4.51601], [0.19877, -1.48147, -1.81296], [0.34508, 0.52696, -4.01716], [0.96310, 1.69748, -3.39340], [2.26130, 1.43667, -2.64270], [-0.08193, 2.34999, -2.51874], [-3.72563, -0.46912, -3.52907], [-2.18038, 0.25761, -3.01979], [-2.55950, -1.41246, -2.57164], [-2.57293, -2.05107, -4.97306], [-1.59999, 0.78309, -5.47813], [-3.18901, 0.12897, -5.95429], [-1.69536, -0.50737, -6.68790], [1.17868, 2.34927, -4.23826], [2.09168, 0.82984, -1.75140], [2.67032, 2.39843, -2.31860], [2.99287, 0.92786, -3.26858], [-0.29764, 1.73905, -1.63914], [-1.01283, 2.50401, -3.07695], [0.27865, 3.32561, -2.17322]]}

***

No. 4
{"formula": "C22H23AsO8S3Zr", "method": "ωB97M-V with the def2-TZVPD basis set", "charge": 2, "homo_energy_ha": -0.5374, "e_lumo_ev": -6.017, "e_above_lowest_kj_mol": 310.61, "energy_ev": -134178.0275, "fmax_ev_per_a": 0.522, "elements": ["Zr", "O", "S", "C", "C", "C", "C", "S", "O", "C", "C", "C", "C", "C", "C", "C", "C", "C", "C", "C", "C", "H", "H", "H", "H", "H", "H", "H", "H", "H", "H", "H", "H", "H", "H", "H", "H", "H", "H", "O", "As", "O", "O", "C", "C", "C", "C", "C", "C", "S", "O", "O", "O", "H", "H", "H", "H", "H"], "xyz": [[-1.62869, 0.28277, -0.48560], [-0.52569, 1.10301, 1.72658], [0.54560, 0.65056, 2.83382], [1.29195, -0.91877, 2.33145], [2.51293, -0.99807, 1.42378], [2.38706, -0.52813, -0.02422], [1.79461, -1.44616, -1.10651], [0.32620, -2.45448, -0.86919], [-0.70398, -1.56377, -0.10623], [0.81125, -3.66569, 0.34260], [-0.04703, -3.92098, 1.40267], [0.27384, -4.93758, 2.29261], [1.42123, -5.69392, 2.10397], [2.25070, -5.44802, 1.01607], [1.94735, -4.43605, 0.11993], [1.82167, 1.87615, 2.82202], [1.63902, 3.09227, 2.17955], [2.62252, 4.05967, 2.33094], [3.73546, 3.81651, 3.12263], [3.87786, 2.60460, 3.78774], [2.91272, 1.62240, 3.64964], [0.42659, -1.47704, 1.97222], [1.52686, -1.34829, 3.31104], [2.83963, -2.03893, 1.47524], [3.31420, -0.41885, 1.88131], [3.40030, -0.32979, -0.37960], [1.87267, 0.42984, -0.05632], [2.51603, -2.18376, -1.47024], [1.52082, -0.85044, -1.98084], [-0.95624, -3.34921, 1.53194], [-0.38632, -5.14611, 3.12354], [1.66265, -6.49032, 2.79457], [3.13357, -6.05193, 0.85732], [2.59202, -4.27469, -0.73461], [0.76443, 3.28657, 1.57976], [2.50597, 5.01331, 1.83484], [4.48927, 4.58313, 3.24005], [4.73210, 2.42814, 4.42653], [3.00706, 0.69159, 4.19737], [-0.86488, 1.57764, -4.73813], [-1.34841, 2.21641, -3.16942], [-1.07428, 0.61726, -2.21453], [-0.03511, 1.30261, 0.37171], [-3.27237, 1.97400, -3.51495], [-3.67016, 2.05315, -4.84197], [-5.01844, 2.09593, -5.19126], [-5.99938, 2.08295, -4.21804], [-5.63801, 1.99943, -2.88030], [-4.29471, 1.94614, -2.54293], [-3.98908, 1.69027, -0.83845], [-2.60000, 2.21362, -0.53595], [-5.03603, 2.17466, -0.02636], [-3.71869, 0.18493, -0.68077], [-0.02116, 1.94396, -5.03101], [-2.91864, 2.08660, -5.61757], [-5.29360, 2.15373, -6.23573], [-7.04448, 2.13709, -4.48902], [-6.39078, 1.98009, -2.10374]]}

***

No. 5
{"formula": "C22H23F3N4O2", "method": "ωB97M-V with the def2-TZVPD basis set", "smiles": "FC(F)(F)c1cccc(Cc2noc(CN(Cc3ccccn3)C[C@@H]3CCCO3)n2)c1", "homo_energy_ha": -0.3202, "e_lumo_ev": 0.734, "e_above_lowest_kj_mol": 15.96, "energy_ev": -41394.7792, "fmax_ev_per_a": 1.139, "elements": ["F", "C", "F", "F", "C", "C", "C", "C", "C", "C", "H", "H", "H", "C", "C", "N", "O", "C", "N", "C", "N", "C", "H", "H", "C", "C", "H", "C", "H", "C", "H", "O", "H", "H", "H", "H", "C", "C", "N", "C", "C", "C", "C", "H", "H", "H", "H", "H", "H", "H", "H", "H", "H", "H"], "xyz": [[-7.20782, 1.29535, 1.01709], [-5.89107, 1.10329, 1.20914], [-5.72692, 0.89189, 2.52114], [-5.30471, 2.28892, 0.94110], [-5.33503, -0.00088, 0.35619], [-4.25104, -0.73689, 0.80871], [-3.71218, -1.73441, 0.00629], [-4.26333, -1.96928, -1.24562], [-5.34528, -1.22907, -1.69311], [-5.89014, -0.23997, -0.89527], [-6.73497, 0.34061, -1.23272], [-5.76536, -1.42247, -2.66828], [-3.84598, -2.74005, -1.87686], [-2.55744, -2.56023, 0.50684], [-1.40084, -1.72404, 0.92144], [-1.42540, -0.83153, 1.87219], [-0.16346, -0.33649, 1.92592], [0.54436, -0.97291, 0.99100], [-0.17200, -1.84652, 0.34780], [1.99020, -0.67571, 0.83016], [2.24023, 0.06851, -0.39328], [3.63969, 0.09402, -0.75921], [3.71474, 0.58747, -1.73210], [3.96946, -0.94280, -0.87240], [4.59345, 0.80577, 0.22289], [5.99163, 1.00929, -0.38804], [6.12798, 2.02048, -0.76389], [6.92938, 0.67122, 0.76920], [7.89759, 0.30094, 0.44177], [6.11198, -0.38704, 1.50501], [6.36100, -0.48310, 2.56280], [4.77085, 0.04783, 1.41752], [6.22652, -1.36836, 1.02015], [7.07459, 1.54131, 1.40988], [6.14122, 0.30676, -1.20981], [4.15126, 1.76639, 0.51806], [1.59188, 1.36962, -0.37889], [0.13257, 1.25311, -0.73953], [-0.70850, 2.01068, -0.05115], [-1.99392, 1.97107, -0.35750], [-2.50860, 1.17606, -1.36839], [-1.63153, 0.36898, -2.07779], [-0.28569, 0.40753, -1.76348], [0.43727, -0.20803, -2.27369], [-1.99465, -0.27652, -2.86484], [-3.56311, 1.18633, -1.59273], [-2.63551, 2.60561, 0.23876], [1.66450, 1.87749, 0.59422], [2.07185, 2.00351, -1.13070], [2.52507, -1.62546, 0.76174], [2.32893, -0.13663, 1.72825], [-2.21046, -3.24716, -0.26486], [-2.88976, -3.13814, 1.37428], [-3.81350, -0.53637, 1.77462]]}